Record 1
The following is a DFT calculation (wB97M-V/def2-TZVPD) of a molecular structure, C15H37IrO13P4.

Calculated values
- expectation value of S² = 6.01
- spin multiplicity = 5
- gap between HOMO and LUMO (spin up / spin down) (eV) = 9.892 / 5.128
- net charge = +2
- DFT total energy (Ha) = -3041.3678

Atoms and positions in Å:
Ir 0.0416 0.7712 2.2042
C -2.6432 0.0142 -3.1013
C -3.0908 -0.6207 -1.7972
C -3.5556 0.3915 -0.7696
O -2.0449 -1.4968 -1.2592
P -0.7628 -1.2026 -0.4250
O -1.0306 -0.6577 0.9535
C 0.2689 -0.0101 -1.3429
P 1.8263 0.3303 -0.4946
O 1.6432 1.0311 0.8263
O 2.7153 1.2756 -1.3502
C 3.2023 0.9570 -2.7039
C 4.6680 1.3320 -2.7395
C 2.3766 1.7366 -3.7093
O 2.4920 -1.0863 -0.3779
C 3.6282 -1.2593 0.5670
C 4.6610 -2.1080 -0.1377
C 3.1006 -1.8867 1.8421
O -0.0352 -2.5592 -0.2695
C 0.1108 -3.7021 -1.1891
C 0.5654 -3.2378 -2.5594
C -1.1552 -4.5346 -1.2205
H -3.5148 0.4341 -3.6015
H -2.2034 -0.7308 -3.7646
H -1.9275 0.8196 -2.9315
H -3.8945 -1.3264 -2.0025
H -2.7575 1.0891 -0.5098
H -3.8835 -0.1193 0.1363
H -4.3932 0.9531 -1.1814
H -0.2613 0.9447 -1.3853
H 0.4590 -0.3698 -2.3545
H 3.0887 -0.1211 -2.8580
H 4.7838 2.3972 -2.5406
H 5.0792 1.1080 -3.7227
H 5.2321 0.7770 -1.9900
H 2.4611 2.8041 -3.5066
H 1.3218 1.4599 -3.6688
H 2.7472 1.5385 -4.7138
H 4.0443 -0.2721 0.7820
H 4.2586 -3.0932 -0.3742
H 5.5314 -2.2274 0.5063
H 4.9810 -1.6289 -1.0630
H 2.6782 -2.8713 1.6412
H 2.3203 -1.2610 2.2838
H 3.9112 -1.9858 2.5628
H 0.9042 -4.2763 -0.7127
H -0.2326 -2.6809 -3.0574
H 0.8035 -4.1027 -3.1763
H 1.4627 -2.6226 -2.4744
H -1.9601 -4.0049 -1.7256
H -1.4760 -4.7824 -0.2091
H -0.9587 -5.4633 -1.7547
C -3.6942 1.2480 3.1530
C -2.9970 2.4576 3.7122
O -3.8561 3.3859 4.1692
P -1.5901 2.1107 4.8625
O -2.3359 1.3693 6.0111
O -1.1546 3.4678 5.4895
O -0.4988 1.3097 4.2298
P -2.0551 3.3856 2.1352
O -3.2944 3.8596 1.2983
O -1.3050 4.4251 2.8606
O -1.4122 2.2664 1.3822
H -4.2010 0.7413 3.9803
H -2.9854 0.5662 2.6876
H -4.4532 1.5444 2.4282
H -3.4556 4.0064 4.8088
H -1.8541 1.1507 6.8264
H -0.7779 4.1152 4.8557
H -3.6665 4.7275 1.5299

Atomic partial charges in e from the natural (NBO) method, atoms 1 to 5: Ir 1.502; C -0.638; C 0.119; C -0.645; O -0.832

=====

Record 2
The following is a DFT calculation (wB97M-V/def2-TZVPD) of a molecular structure, C8H48B2O40.

Calculated values
- gap between HOMO and LUMO (eV) = 8.498
- net charge = -2
- DFT total energy (Ha) = -3393.5209

Atoms and positions in Å:
O 17.0629 2.6875 -1.4857
C 17.9662 2.6338 -0.6320
O 18.6769 1.6379 -0.3842
B 19.6217 1.9377 0.7695
O 19.2888 3.3287 1.0299
C 18.3315 3.6713 0.2818
O 17.5799 4.6026 0.5030
O 21.0606 1.7782 0.4650
C 21.5173 1.0216 1.3413
O 22.7118 0.8361 1.4871
C 20.4615 0.5797 2.2391
O 19.3784 1.0447 1.8907
O 20.5357 -0.2916 3.1156
O 13.4916 1.8251 3.1245
C 14.6137 1.4301 3.1363
O 15.3397 1.6301 4.1137
B 16.7400 1.5948 3.6356
O 16.6023 1.3427 2.1858
C 15.3914 1.2340 1.9547
O 14.9519 0.7897 0.8967
O 17.5284 2.7887 3.9629
C 18.4571 2.3977 4.6182
O 19.3483 3.1305 5.0160
C 18.3289 1.0224 4.9459
O 17.3935 0.5157 4.3246
O 19.0564 0.3841 5.7195
O 13.1812 -1.4840 2.0033
H 12.7476 -0.8918 1.4169
H 14.0428 -1.6444 1.5695
O 20.8918 -2.0640 5.9496
H 21.1191 -2.9581 5.7408
H 20.0568 -1.9190 5.5618
O 11.8239 0.2882 0.5469
H 11.4893 0.9009 1.2500
H 11.4335 0.6304 -0.2466
O 21.7755 4.0595 6.1142
H 20.9645 3.5593 5.9450
H 21.6247 4.8249 5.5786
O 21.5127 0.7644 6.9241
H 21.0478 1.5352 7.2423
H 20.8156 0.2902 6.4237
O 17.0557 -1.7916 6.2829
H 16.3593 -2.0471 5.7074
H 17.6310 -1.3633 5.6529
O 18.7964 -2.4296 4.1494
H 18.5411 -1.7759 3.5203
H 19.4232 -2.9506 3.6425
O 14.6690 -1.0805 4.8282
H 15.0077 -1.4659 3.9971
H 14.1586 -1.7435 5.2784
O 13.2976 2.3598 -0.7786
H 13.2611 1.5358 -0.3315
H 13.9282 2.7402 -0.2127
O 12.8483 4.5506 3.1378
H 13.4093 3.8974 2.7554
H 12.6691 4.2248 4.0101
O 17.2680 2.6961 7.2206
H 16.7744 1.8488 7.2875
H 16.9586 3.2831 7.9163
O 14.7461 4.0113 1.2451
H 14.3268 4.7984 0.8592
H 15.4992 4.3719 1.6935
O 15.1251 3.6140 5.6967
H 15.8849 3.5071 6.2454
H 14.7709 2.7611 5.4922
O 15.8266 0.2953 7.2953
H 16.1282 -0.5341 6.8112
H 14.8834 0.3560 7.1561
O 15.1637 -1.4618 -0.6023
H 15.3151 -0.5526 -0.3933
H 15.5021 -1.5352 -1.4839
O 15.9557 5.1125 3.5487
H 15.4481 4.6752 4.2339
H 16.8035 4.7603 3.7265
O 21.2570 4.0901 3.0350
H 20.9823 3.5073 3.7109
H 22.1659 3.9052 3.1321
O 10.7915 1.7307 2.6355
H 11.6245 2.0044 3.0084
H 10.3631 1.2078 3.3049
O 18.9079 5.8479 3.3920
H 19.5752 6.3516 2.8705
H 19.2044 5.0016 3.1600
O 11.8147 -0.2899 4.4218
H 12.5737 -0.6506 3.9934
H 11.6429 -1.0082 5.0558
O 20.0001 2.6824 8.1712
H 19.1323 2.5234 7.8254
H 20.0017 3.6369 8.2540
O 17.7572 -1.2657 1.4320
H 17.9581 -1.6475 0.5607
H 18.0879 -0.3765 1.3797
O 18.6832 -0.0864 8.2808
H 19.4571 -0.6580 8.3667
H 18.3297 -0.3255 7.4703
O 18.0060 5.3501 6.3237
H 18.0586 5.7657 5.5092
H 18.6163 4.6369 6.2864

Atomic partial charges in e from the Mulliken method, atoms 1 to 5: O -0.739; C 0.639; O -0.615; B 1.332; O -0.214

=====

Record 3
The following is a DFT calculation (wB97M-V/def2-TZVPD) of 3 unconnected molecules or ions with the total composition C4H13NO3.

Calculated values
- gap between HOMO and LUMO (eV) = 9.964
- net charge = 0
- DFT total energy (Ha) = -440.6494
- SMILES = CCNCC=O.O.O

Atoms and positions in Å:
C 2.1819 -1.3956 1.5899
C 2.2586 -0.1031 0.7515
N 1.1326 0.0993 -0.1798
C 0.8098 1.5187 -0.3195
C 0.0711 1.5766 -1.6346
O -1.0478 1.1399 -1.8034
H 1.2056 -1.8679 1.5903
H 2.4376 -1.1158 2.6106
H 2.9125 -2.1141 1.2458
H 3.1442 -0.1747 0.1236
H 2.3832 0.7446 1.4241
H 0.3188 -0.4239 0.0637
H 0.2560 1.9745 0.4884
H 1.7596 2.0278 -0.3873
H 0.6536 1.8319 -2.5402
O -1.8417 -1.9640 1.3874
H -2.2669 -1.2052 0.9091
H -1.6626 -1.5281 2.2223
O -3.0012 -0.1841 -0.3348
H -2.4828 0.4928 -0.7898
H -3.2474 -0.8278 -1.0042

Atomic partial charges in e from the natural (NBO) method, atoms 1 to 5: C -0.626; C -0.215; N -0.616; C -0.326; C 0.472

=====

Record 4
The following is a DFT calculation (wB97M-V/def2-TZVPD) of 2 unconnected molecules or ions with the total composition ClHN2O.

Calculated values
- gap between HOMO and LUMO (eV) = 10.408
- net charge = 0
- DFT total energy (Ha) = -645.5106
- SMILES = N#N.OCl

Atoms and positions in Å:
N 2.3046 -0.5143 -0.0005
N 1.3806 -1.0792 0.1491
O -0.7923 0.9391 0.0795
Cl -1.5026 -0.6425 0.3430
H -1.3903 1.2969 -0.5710

Listed below, in e, are the natural (NBO) charges computed for each atom: N -0.002; N -0.004; O -0.670; Cl 0.197; H 0.478

=====

Record 5
The following is a DFT calculation (wB97M-V/def2-TZVPD) of C3H4N2O in the gas phase.

Calculated values
- gap between HOMO and LUMO (eV) = 9.520
- net charge = 0
- DFT total energy (Ha) = -301.4563
- SMILES = Oc1ncc[nH]1

Atoms and positions in Å:
O -0.9971 -1.8476 0.7628
C -0.3822 -0.7152 0.4000
N -0.1086 0.2721 1.1874
C 0.5425 1.1932 0.3602
C 0.6976 0.6990 -0.8803
N 0.0589 -0.5585 -0.9113
H -1.1834 -1.7541 1.7113
H 0.8422 2.1612 0.7282
H 1.2172 1.0271 -1.7687
H -0.6873 -0.4772 -1.5897

Atomic partial charges in e from the natural (NBO) method, atoms 1 to 5: O -0.651; C 0.639; N -0.530; C -0.075; C -0.122

=====

Record 6
The following is a DFT calculation (wB97M-V/def2-TZVPD) of CH3N3Si in the gas phase.

Calculated values
- gap between HOMO and LUMO (eV) = 8.440
- net charge = 0
- DFT total energy (Ha) = -493.4153

Atoms and positions in Å:
C 1.9277 0.9822 -2.3835
N 1.2806 0.1548 -1.8297
N 0.3950 -0.4784 -1.3547
N 0.3851 0.0102 0.3228
Si 1.6524 0.8255 0.8972
H 2.8990 1.1897 -2.5368
H 2.7587 1.6769 0.0634
H 1.8212 0.8736 2.3481

Atomic partial charges in e from the natural (NBO) method, atoms 1 to 5: C -0.043; N -0.073; N -0.049; N -0.929; Si 1.226

=====

Question: Which of these has the lowest net charge?
Answer: C8H48B2O40

=====

Question: Among the records above, which one has the highest DFT total energy?
Answer: C3H4N2O

=====

Question: Which of these has the lowest net charge?
Answer: C8H48B2O40

=====

Question: The lowest DFT total energy belongs to which entry?
Answer: C8H48B2O40